No. 1
# C32H60N2O2P3Zn

A molecular structure, C32H60N2O2P3Zn in a non-equilibrium geometry (the ωB97M-V functional and the def2-TZVPD basis, the OMol25 dataset).

Geometry (Å):
Zn 0.01 -0.29 0.59
P 0.17 2.22 -0.35
P 0.83 -2.56 0.63
P -1.20 0.53 3.82
O -1.08 -0.10 2.44
O 2.59 0.80 2.47
N -1.46 -0.31 -0.95
N 1.56 -0.41 -1.11
C -0.54 2.20 3.87
C -1.43 1.29 -4.44
C -1.64 -1.10 -4.04
C 1.93 -2.47 3.17
C 1.69 3.41 -0.26
C -1.46 3.25 -0.30
C -0.23 -3.65 -0.53
C 1.54 4.51 -1.33
C -1.96 0.25 -3.47
C -2.93 0.60 4.28
C 2.97 2.61 -0.53
C 2.47 -2.47 -0.17
C 2.22 0.42 -3.30
C 3.37 -1.47 -2.33
C -1.72 -3.36 -0.23
C -3.44 0.39 -3.25
C 0.55 1.61 -1.92
C -2.54 2.42 0.40
C 1.11 -3.42 2.29
C -0.32 -0.42 5.08
C -1.90 3.53 -1.72
C -1.29 4.57 0.46
C 1.77 4.00 1.16
C 1.72 0.54 1.75
C 1.89 -4.73 2.15
C -1.49 0.13 -2.07
C 0.06 -5.14 -0.35
C 1.39 0.47 -2.16
C 2.47 -1.39 -1.25
C -0.27 -3.66 2.93
C 3.18 -0.59 -3.39
C 0.09 -3.27 -1.98
H 2.04 -2.94 4.17
H -1.17 4.08 -2.32
H -0.71 -0.11 6.07
H -0.31 -5.54 0.60
H 2.93 -2.30 2.78
H -3.94 -0.58 -3.32
H 0.91 4.22 -2.19
H 0.26 2.20 -2.83
H 2.54 4.71 -1.74
H -2.02 -2.40 -0.69
H -1.01 2.82 3.10
H 1.26 -5.58 1.85
H -2.28 5.05 0.48
H -3.70 0.76 -2.26
H -1.62 2.31 -4.11
H -0.75 2.65 4.85
H -3.37 -0.39 4.16
H -1.97 -1.92 -3.40
H -0.85 -2.72 3.00
H 1.11 -3.55 -2.28
H -0.48 -1.50 4.95
H 4.16 -2.23 -2.32
H 3.84 -0.63 -4.26
H -3.05 0.93 5.32
H -2.70 1.44 -0.06
H 3.04 2.31 -1.58
H -2.33 -4.18 -0.67
H 0.55 2.19 3.72
H -2.12 -1.25 -5.01
H -0.57 -1.22 -4.21
H -0.98 4.42 1.50
H -0.87 -4.40 2.39
H -3.45 1.30 3.63
H -2.81 4.15 -1.68
H 3.04 1.72 0.10
H 2.30 -4.98 3.14
H -3.48 2.98 0.34
H 2.01 1.10 -4.14
H -0.06 -2.20 -2.15
H -0.12 -4.04 3.95
H -3.92 1.05 -3.95
H 1.38 3.33 1.94
H 2.74 -3.46 -0.56
H -0.61 -3.82 -2.64
H -2.16 2.60 -2.24
H -0.47 -5.68 -1.15
H 0.76 -0.20 5.05
H -1.98 1.14 -5.39
H 3.22 -2.26 0.61
H -0.60 5.26 -0.04
H 2.73 -4.65 1.45
H 1.23 4.96 1.24
H 1.15 5.45 -0.91
H -1.93 -3.30 0.86
H -0.37 1.14 -4.64
H 1.43 -1.50 3.32
H 2.83 4.20 1.41
H 1.13 -5.38 -0.46
H 3.82 3.27 -0.30
H -2.32 2.26 1.47

Output
E ... -4318.539719 Eh
Total charge ... +1
Highest occupied orbital energy ... -8.565 eV
HOMO-LUMO gap ... 0.2431 Eh



No. 2
# C19H21N3O3S3

A single C19H21N3O3S3 molecule in a non-equilibrium geometry (the ωB97M-V functional and the def2-TZVPD basis, the OMol25 dataset).

Geometry (Å):
S 2.25 0.14 -3.63
S -2.70 2.18 -0.61
S 4.09 -1.19 -1.66
O -0.33 1.78 -4.90
O 1.76 -1.16 4.33
O -2.03 -0.90 0.64
N 1.74 -0.04 -1.11
N -1.30 1.88 -2.85
N -0.34 1.06 -0.89
C -4.58 -1.77 1.02
C -5.24 0.63 0.75
C 1.78 -0.97 2.99
C 1.79 -0.36 0.27
C 1.95 -2.46 4.85
C 0.78 0.84 -3.01
C -0.26 1.51 -3.73
C -2.35 1.41 1.01
C 2.71 -0.40 -2.01
C 1.92 -2.36 6.36
C 1.93 -1.67 0.69
C 1.94 -1.98 2.04
C -1.30 1.64 -1.52
C 0.70 0.64 -1.64
C -4.24 -0.33 1.40
C -4.28 -0.19 2.93
C 1.63 0.66 1.21
C -2.80 -0.04 0.97
C 1.62 0.35 2.55
H -4.55 -1.90 -0.06
H -2.09 2.36 -3.28
H 2.72 -1.70 6.70
H -5.58 -2.03 1.37
H -2.88 2.01 1.74
H -5.26 -0.49 3.29
H -4.11 0.84 3.24
H 1.53 1.68 0.88
H 2.07 -3.34 6.80
H 1.15 -3.12 4.50
H 2.05 -2.46 -0.04
H -1.27 1.46 1.15
H -3.87 -2.46 1.46
H 0.97 -1.95 6.69
H -3.53 -0.82 3.39
H -5.20 0.55 -0.33
H 2.05 -3.01 2.33
H 2.91 -2.86 4.51
H -6.24 0.36 1.08
H 1.51 1.12 3.30
H -5.06 1.66 1.03

Output
E ... -2321.213417 Eh
Total charge ... 0
Highest occupied orbital energy ... -7.788 eV
HOMO-LUMO gap ... 0.2934 Eh
SMILES string ... CCOc1ccc(-n2c(=S)sc3c(=O)[nH]c(SCC(=O)C(C)(C)C)nc32)cc1



No. 3
# C4H11NO

2 unconnected molecules or ions with the total composition C4H11NO in a non-equilibrium geometry (the ωB97M-V functional and the def2-TZVPD basis, the OMol25 dataset).

Geometry (Å):
O 0.95 -3.68 -2.66
N -1.26 -3.19 -2.59
C 0.06 -2.87 -2.78
C -0.85 1.31 1.92
C 0.67 1.30 1.79
C 1.19 2.22 0.68
H -1.35 0.80 1.09
H 2.17 1.94 0.30
H 1.03 0.28 1.61
H 0.51 2.22 -0.18
H 0.26 -1.80 -2.95
H 1.23 3.26 1.01
H -1.44 -3.93 -1.92
H -1.95 -2.48 -2.75
H 1.12 1.64 2.72
H -1.10 0.67 2.77
H -1.23 2.32 1.97

Output
E ... -288.995151 Eh
Total charge ... 0
Highest occupied orbital energy ... -10.182 eV
HOMO-LUMO gap ... 0.3987 Eh
SMILES string ... NC=O.CCC